Entry 1:
This record from the Open Molecules 2025 dataset describes a molecular structure, C4H5NO in a non-equilibrium geometry. The level of theory is ωB97M-V/def2-TZVPD.

Net charge: 0
Highest occupied orbital energy in eV: -10.7
LUMO level in eV: 0.9
Frontier orbital gap in eV: 11.58
E_tot in a.u.: -285.33972
F_max in eV/A: 1.30

Geometry as XYZ:
```
11
Properties=species:S:1:pos:R:3:nbo_charge:R:1
N -1.340 2.074 -0.901 -0.32
C -1.351 0.940 -0.661 0.24
C -0.784 -0.404 -0.416 0.01
C 0.724 -0.055 -0.441 -0.43
C 0.616 -0.308 1.077 -0.06
O -0.732 -0.811 0.942 -0.50
H -1.212 -1.178 -1.061 0.22
H 1.339 -0.781 -0.974 0.22
H 0.829 0.995 -0.770 0.24
H 1.281 -1.065 1.504 0.19
H 0.630 0.592 1.701 0.19
```

Entry 2:
This record from the Open Molecules 2025 dataset describes a single C4H5NO molecule. The level of theory is ωB97M-V/def2-TZVPD.

Net charge: 0
Highest occupied orbital energy in eV: -9.1
LUMO level in eV: -0.4
Frontier orbital gap in eV: 8.69
E_tot in a.u.: -285.26092
F_max in eV/A: 0.62

Geometry as XYZ:
```
11
Properties=species:S:1:pos:R:3:nbo_charge:R:1
C 1.335 -0.837 -0.888 -0.64
C 0.423 0.043 -0.087 -0.09
N 0.891 1.443 0.010 0.14
O 0.208 2.186 0.661 -0.28
C -1.936 0.076 0.935 -0.44
C -0.759 -0.174 0.439 0.15
H 2.264 -0.291 -1.077 0.23
H 1.577 -1.777 -0.384 0.23
H 0.885 -1.077 -1.857 0.23
H -2.162 0.027 1.996 0.24
H -2.726 0.380 0.252 0.23
```

Entry 3:
This record from the Open Molecules 2025 dataset describes a single C4H5NO molecule in a non-equilibrium geometry. The level of theory is ωB97M-V/def2-TZVPD.

Net charge: 0
Highest occupied orbital energy in eV: -9.9
LUMO level in eV: 0.8
Frontier orbital gap in eV: 10.64
E_tot in a.u.: -285.35391
F_max in eV/A: 1.57

Geometry as XYZ:
```
11
Properties=species:S:1:pos:R:3:nbo_charge:R:1
N -1.214 1.100 0.225 -0.82
C -1.244 -0.257 0.309 0.68
O -2.230 -0.870 0.673 -0.60
C 0.066 -0.990 -0.061 -0.59
C 1.304 -0.231 0.035 -0.01
C 2.282 0.367 -0.340 -0.25
H -2.077 1.605 0.368 0.41
H -0.399 1.597 -0.097 0.41
H 0.033 -1.971 0.419 0.27
H 0.255 -1.196 -1.122 0.28
H 3.223 0.848 -0.410 0.24
```

Entry 4:
This record from the Open Molecules 2025 dataset describes a single C4H5NO molecule in a non-equilibrium geometry. The level of theory is ωB97M-V/def2-TZVPD.

Net charge: 0
Highest occupied orbital energy in eV: -10.6
LUMO level in eV: 0.7
Frontier orbital gap in eV: 11.28
E_tot in a.u.: -285.39071
F_max in eV/A: 1.11

Geometry as XYZ:
```
11
Properties=species:S:1:pos:R:3:nbo_charge:R:1
O 0.386 -0.631 -2.153 -0.52
C 0.985 0.095 -1.398 0.45
C 0.610 0.313 0.052 -0.51
C -0.584 -0.552 0.480 -0.53
C -1.527 0.174 1.332 0.29
N -2.269 0.771 1.990 -0.32
H 1.865 0.674 -1.744 0.12
H 0.399 1.383 0.174 0.25
H 1.497 0.118 0.669 0.24
H -0.250 -1.446 1.014 0.25
H -1.111 -0.898 -0.416 0.28
```

Entry 5:
This record from the Open Molecules 2025 dataset describes a single C4H5NO molecule in a non-equilibrium geometry. The level of theory is ωB97M-V/def2-TZVPD.

Net charge: 0
Highest occupied orbital energy in eV: -10.2
LUMO level in eV: 0.8
Frontier orbital gap in eV: 10.98
E_tot in a.u.: -285.35521
F_max in eV/A: 1.12

Geometry as XYZ:
```
11
Properties=species:S:1:pos:R:3:nbo_charge:R:1
O 0.172 -0.438 1.654 -0.67
C 0.009 -0.339 0.271 0.13
C 1.083 0.467 -0.386 -0.41
C -0.327 0.967 -0.428 -0.41
C -0.725 -1.438 -0.327 0.25
N -1.517 -2.187 -0.717 -0.31
H -0.546 -0.971 2.021 0.49
H 1.714 0.941 0.359 0.24
H 1.595 0.135 -1.281 0.23
H -0.643 1.812 0.166 0.23
H -0.847 0.845 -1.374 0.23
```

Entry 6:
This record from the Open Molecules 2025 dataset describes a single C4H5NO molecule in a non-equilibrium geometry. The level of theory is ωB97M-V/def2-TZVPD.

Net charge: 0
Highest occupied orbital energy in eV: -8.7
LUMO level in eV: 0.0
Frontier orbital gap in eV: 8.70
E_tot in a.u.: -285.25373
F_max in eV/A: 2.23

Geometry as XYZ:
```
11
Properties=species:S:1:pos:R:3:nbo_charge:R:1
C 0.891 -1.253 -0.278 -0.40
C 0.345 -0.099 0.188 -0.07
C -0.397 0.595 -0.857 -0.15
O -1.462 1.275 -0.177 -0.34
N -1.211 1.196 1.184 -0.05
C -0.141 0.506 1.419 -0.05
H 1.825 -1.699 0.013 0.20
H 0.254 -1.864 -0.920 0.21
H -0.381 -0.275 -1.597 0.22
H 0.166 1.345 -1.423 0.21
H 0.112 0.273 2.448 0.23
```